(1)
{"formula": "C3H10NO", "method": "ωB97M-V with the def2-TZVPD basis set", "max_force_ev_per_a": 1.3, "smiles": "C[C@@H](O)C[NH3+]", "orbital_gap_ev": 11.692, "lumo_ha": -0.1343, "homo_ev": -15.3, "relative_energy_kcal_mol": 5.5, "molar_mass_g_mol": 76.1, "total_charge": 1, "elements": ["C", "C", "O", "C", "N", "H", "H", "H", "H", "H", "H", "H", "H", "H", "H"], "coordinates": [[1.7260, -0.5953, -0.3165], [0.5273, 0.3047, -0.3826], [-0.2568, 0.1072, -1.5466], [-0.3821, 0.0349, 0.8130], [-1.7293, 0.6175, 0.5914], [2.4137, -0.5411, 0.5422], [2.4004, -0.4343, -1.1456], [1.4136, -1.6437, -0.3100], [0.8045, 1.3565, -0.4004], [-0.2227, -0.7436, -2.0000], [-0.5073, -1.0372, 0.9142], [0.0535, 0.3968, 1.7440], [-2.3813, 0.3633, 1.3311], [-2.1153, 0.1930, -0.2565], [-1.7443, 1.6214, 0.4224]], "mulliken_charge": [-1.469, 0.547, -0.581, -0.847, -0.246, 0.389, 0.352, 0.408, 0.288, 0.352, 0.379, 0.363, 0.361, 0.364, 0.340]}

=====

(2)
{"formula": "C3H10NO", "method": "ωB97M-V with the def2-TZVPD basis set", "max_force_ev_per_a": 0.7, "orbital_gap_ev": 9.976, "lumo_ha": -0.1520, "homo_ev": -14.1, "relative_energy_kcal_mol": 31.6, "molar_mass_g_mol": 76.1, "total_charge": 1, "elements": ["C", "O", "C", "C", "H", "H", "H", "H", "H", "H", "N", "H", "H", "H", "H"], "coordinates": [[-1.3085, -0.4019, -0.5762], [-2.7209, -0.3802, -0.5995], [-0.8005, 0.5524, 0.4582], [-0.1315, 0.1824, 1.5521], [-1.0048, -0.0975, -1.5842], [-0.8965, -1.4065, -0.4195], [-3.0327, -0.3876, 0.3141], [-1.0028, 1.6137, 0.3376], [0.1575, 0.8715, 2.3344], [0.1439, -0.8612, 1.7033], [2.1320, 0.0629, -0.7140], [1.6162, -0.1479, -1.5710], [1.4247, 0.0290, 0.0695], [2.8739, -0.6212, -0.5469], [2.5498, 0.9921, -0.7577]], "mulliken_charge": [-0.201, -0.504, -0.295, -0.838, 0.220, 0.304, 0.328, 0.332, 0.315, 0.390, -0.415, 0.394, 0.173, 0.405, 0.392]}

=====

(3)
{"formula": "C3H10NO", "method": "ωB97M-V with the def2-TZVPD basis set", "s_squared": 0.75, "max_force_ev_per_a": 3.5, "multiplicity": 2, "orbital_gap_ev": [13.972, 7.269], "lumo_ha": [-0.3126, -0.5596], "homo_ev": [-22.5, -22.5], "relative_energy_kcal_mol": 96.6, "molar_mass_g_mol": 76.1, "total_charge": 2, "elements": ["O", "C", "C", "N", "C", "H", "H", "H", "H", "H", "H", "H", "H", "H", "H"], "coordinates": [[1.4277, 1.4201, -0.2632], [1.0849, 1.0077, 1.0280], [-0.0887, -0.1121, 0.9546], [-0.4537, -0.1402, -0.4667], [-1.3455, -1.3468, -1.1073], [2.3857, 1.7067, -0.5252], [2.0193, 0.5306, 1.5152], [0.8556, 1.9008, 1.6546], [-0.9272, 0.2880, 1.5612], [0.3017, -1.0573, 1.3168], [0.3320, -0.0007, -1.1613], [-1.0933, 0.6341, -0.6585], [-1.4780, -2.1078, -0.3499], [-0.7983, -1.8254, -1.9373], [-2.2223, -0.8976, -1.5610]], "lowdin_spin": [0.626, 0.171, 0.027, 0.004, 0.001, 0.001, 0.062, 0.091, 0.003, 0.012, 0.000, 0.001, 0.000, 0.001, 0.000]}

=====

(4)
{"formula": "C3H10NO", "method": "ωB97M-V with the def2-TZVPD basis set", "s_squared": 0.76, "max_force_ev_per_a": 4.8, "multiplicity": 2, "orbital_gap_ev": [11.190, 7.372], "lumo_ha": [-0.4006, -0.5411], "homo_ev": [-22.1, -22.1], "relative_energy_kcal_mol": 99.9, "molar_mass_g_mol": 76.1, "total_charge": 2, "elements": ["C", "N", "H", "H", "H", "H", "H", "H", "O", "C", "C", "H", "H", "H", "H"], "coordinates": [[-1.0000, 2.2514, 1.1229], [-1.5417, 1.0206, 0.5611], [-0.6553, 2.9192, 0.2913], [-0.0793, 1.9617, 1.7757], [-1.8835, 2.6705, 1.5502], [-2.5007, 0.9218, 0.2459], [-0.6974, 0.5662, -0.0128], [-1.6083, 0.4202, 1.3723], [-0.1308, -0.7434, -0.6216], [1.1630, -0.7862, -0.5928], [1.7589, -2.0614, -0.7141], [1.9206, 0.1358, -0.5425], [2.0737, -2.1213, -1.7151], [2.6465, -2.1268, -0.0103], [1.0909, -2.9674, -0.8057]], "lowdin_spin": [0.011, 0.065, 0.002, 0.000, 0.007, 0.001, 0.007, 0.000, 0.704, 0.078, 0.073, 0.045, 0.002, 0.008, -0.001]}

=====

(5)
{"formula": "C3H10NO2", "method": "ωB97M-V with the def2-TZVPD basis set", "max_force_ev_per_a": 4.3, "orbital_gap_ev": 7.806, "lumo_ha": 0.1567, "homo_ev": -3.5, "relative_energy_kcal_mol": 26.0, "molar_mass_g_mol": 92.1, "total_charge": -1, "elements": ["C", "O", "C", "C", "N", "H", "H", "H", "H", "H", "H", "H", "H", "H", "H", "O"], "coordinates": [[-0.5312, 0.8786, -0.0611], [0.3189, 0.9030, 1.0192], [-0.8424, -0.7152, -0.4440], [0.4061, -1.2884, -0.8944], [-1.4699, -1.4158, 0.7355], [-0.0641, 1.3298, -1.0622], [-1.5750, 1.3594, 0.0012], [-1.5813, -0.7505, -1.3263], [1.0149, -1.2962, -0.0363], [0.2573, -2.3484, -1.2783], [1.0791, -0.6800, -1.4943], [-0.7046, -1.3239, 1.4297], [-2.3626, -0.8642, 0.9127], [1.2997, 1.8373, 1.2480], [2.6138, 1.9049, 0.2766], [2.1414, 2.4696, 0.9739]], "mulliken_charge": [-0.386, -0.797, 0.082, -1.329, -0.723, 0.185, 0.230, 0.258, 0.343, 0.272, 0.360, 0.359, 0.276, 0.425, 0.244, -0.798]}

=====

(6)
{"formula": "C3H10NO2", "method": "ωB97M-V with the def2-TZVPD basis set", "max_force_ev_per_a": 1.0, "orbital_gap_ev": 6.949, "lumo_ha": 0.1544, "homo_ev": -2.7, "relative_energy_kcal_mol": 16.9, "molar_mass_g_mol": 92.1, "total_charge": -1, "elements": ["C", "C", "C", "O", "N", "H", "H", "H", "H", "H", "H", "H", "H", "H", "H", "O"], "coordinates": [[0.1355, 0.2429, -1.4490], [-0.0326, -0.9566, -0.5218], [-0.8953, -0.5929, 0.7349], [-0.2125, -0.2933, 1.8397], [1.1512, 0.0632, -2.5094], [0.5108, 1.0849, -0.8698], [-0.8207, 0.4860, -1.9040], [-0.5003, -1.7467, -1.1227], [0.9326, -1.2759, -0.1194], [-1.6010, -1.4615, 0.8638], [-1.6114, 0.1933, 0.3583], [1.8522, -0.5793, -2.1536], [0.8188, -0.4008, -3.3472], [-0.1998, 1.3097, 3.9586], [0.2620, 1.8216, 2.6556], [0.2104, 2.1057, 3.5859]], "mulliken_charge": [-0.482, -0.457, -0.513, -0.828, -0.674, 0.227, 0.367, 0.249, 0.256, 0.210, 0.163, 0.247, 0.239, 0.325, 0.368, -0.698]}

=====

(7)
{"formula": "C3H10NO2", "method": "ωB97M-V with the def2-TZVPD basis set", "s_squared": 0.75, "max_force_ev_per_a": 3.5, "multiplicity": 2, "orbital_gap_ev": [10.469, 7.417], "lumo_ha": [0.0294, -0.0820], "homo_ev": [-9.7, -9.6], "relative_energy_kcal_mol": 11.3, "molar_mass_g_mol": 92.1, "total_charge": 0, "elements": ["C", "N", "C", "C", "O", "H", "H", "H", "H", "H", "H", "H", "H", "H", "H", "O"], "coordinates": [[1.6439, 0.0427, 0.0263], [0.2515, 0.3229, -0.3796], [-0.7003, 0.0812, 0.7341], [-0.6736, -1.4050, 1.2064], [-0.5322, -2.2800, 0.1599], [2.3338, 0.2403, -0.8417], [1.7337, -1.0144, 0.3166], [1.9406, 0.7116, 0.8903], [0.0107, -0.4876, -1.0302], [-1.7452, 0.3858, 0.3666], [-0.5358, 0.7630, 1.6007], [-1.6244, -1.5786, 1.8327], [0.1496, -1.4535, 1.9357], [0.1342, 1.8758, -1.1552], [-1.0365, 2.8271, -1.4625], [-0.0606, 2.6746, -1.6094]], "lowdin_spin": [0.002, 0.000, 0.009, 0.101, 0.811, 0.000, 0.001, 0.000, -0.001, 0.002, -0.001, 0.025, 0.052, 0.000, 0.000, 0.000]}

=====

(8)
{"formula": "C3H10NO2", "method": "ωB97M-V with the def2-TZVPD basis set", "max_force_ev_per_a": 4.6, "orbital_gap_ev": 10.347, "lumo_ha": -0.1341, "homo_ev": -14.0, "relative_energy_kcal_mol": 51.0, "molar_mass_g_mol": 92.1, "total_charge": 1, "elements": ["C", "C", "C", "O", "N", "H", "H", "H", "H", "H", "H", "H", "H", "H", "H", "O"], "coordinates": [[-0.3696, -0.2635, -0.4633], [-1.1135, 0.6623, 0.5627], [-1.5595, -0.3515, 1.7991], [-1.6327, -1.5600, 1.4977], [0.3512, 0.6575, -1.5585], [0.3678, -0.8408, -0.0124], [-1.1598, -0.8484, -1.0015], [-0.3805, 1.5471, 0.7431], [-2.0447, 1.1875, 0.0101], [-1.6077, -0.0395, 2.8425], [0.1855, 0.0773, -2.4463], [-0.2035, 1.6078, -1.6191], [1.3484, 0.6962, -1.4683], [3.3250, -0.4433, -0.9872], [3.8361, 0.8370, -1.5140], [3.1492, 0.4766, -0.8763]], "mulliken_charge": [-0.416, -0.588, -0.009, -0.438, -0.293, 0.357, 0.308, 0.357, 0.301, 0.378, 0.412, 0.405, 0.248, 0.343, 0.359, -0.724]}

=====

Question: Number 1 is which compound?
Answer: C3H10NO